Record 1
C40H34N6O3PbSSi | ωB97M-V/def2-TZVPD

ORCA input file:
```
! wB97M-V def2-TZVPD RIJCOSX def2/J DEFGRID3
* xyz -2 1
C 2.91 2.09 -4.30
C -3.07 5.42 -4.30
H -0.78 -4.57 -2.51
H 3.82 2.26 -6.23
H 2.08 2.89 4.35
Si -1.06 1.90 -3.10
C -2.32 4.17 -1.96
C -4.98 2.80 1.01
H -4.35 -2.24 -5.49
O -2.37 -0.26 0.18
C -5.31 1.80 0.10
C 2.82 2.10 4.43
H -2.51 -4.96 0.70
C 1.68 0.92 2.51
C -2.54 -0.52 -3.20
C -1.97 3.59 -3.17
H -0.95 -5.55 -1.05
H 1.73 1.91 -2.52
H -3.09 -4.66 3.07
H 0.05 -0.80 -4.25
C 2.89 2.20 -5.68
H -2.18 -0.59 -2.19
C -3.03 5.35 -1.91
C -3.76 2.78 1.63
C -2.06 -4.16 1.27
N -0.51 1.18 1.96
H -2.32 -4.60 -1.66
C -3.42 5.98 -3.08
C 1.68 2.22 -6.34
C 2.73 1.02 3.56
C -0.92 -2.12 2.63
H -5.69 3.59 1.24
C -2.38 -3.99 2.59
C -2.81 1.77 1.40
N 0.88 -1.36 -4.36
C 0.49 2.16 -5.62
H -1.99 -2.81 4.36
H 3.92 3.02 6.03
H -2.06 3.84 -5.30
C -0.76 -3.43 -0.72
C -2.76 0.74 -5.21
H -3.52 -2.41 -3.15
N 0.02 -2.53 -1.25
H -2.02 3.67 -1.05
Pb 0.01 -0.15 0.01
C -1.59 1.85 2.15
C -3.30 -1.53 -3.75
H -4.00 6.90 -3.05
H -0.44 -1.29 3.14
H -3.30 5.78 -0.95
H -3.36 5.91 -5.22
H 5.54 1.18 6.22
H 5.42 -0.73 4.66
C 3.69 0.01 3.64
C -2.34 4.25 -4.34
C 4.76 1.13 5.47
H -3.50 3.58 2.31
C -1.24 -4.62 -1.53
H 3.86 2.06 -3.77
C -2.23 0.63 -3.93
H -1.59 2.59 2.97
C -3.13 0.73 0.46
H -0.44 2.18 -6.16
C 3.83 2.16 5.37
O -0.62 1.55 -1.66
C 1.27 -2.05 -3.23
S 2.87 -2.55 -3.12
H -3.91 -0.17 -6.78
C 4.68 0.06 4.60
C -1.78 -2.96 3.31
C -4.41 0.80 -0.16
N -0.62 -2.25 1.35
N 0.30 -2.53 -2.50
N 0.51 1.40 2.86
O 2.01 0.38 1.42
C 0.49 2.05 -4.24
H -4.63 0.03 -0.88
H -6.26 1.82 -0.41
C -3.52 -0.28 -5.77
H -2.59 1.63 -5.79
H 1.65 2.30 -7.42
H 3.63 -0.81 2.94
C -3.78 -1.43 -5.04
C -1.15 -3.27 0.64
H 1.65 -0.90 -4.84
C 1.73 2.00 -3.60
*
```

## Properties
energy above the lowest of the compared OMol25 structures with the same formula, charge and spin = 94.1 kJ/mol
HOMO = -1.843 eV

***

Record 2
C4H5NO2 | ωB97M-V/def2-TZVPD

ORCA input file:
```
! wB97M-V def2-TZVPD RIJCOSX def2/J DEFGRID3
* xyz 0 1
H -1.08 -0.62 1.58
O 1.20 1.08 -0.91
H -1.92 0.02 0.07
H -0.14 -1.03 -1.33
H -0.22 -2.36 -0.12
O -0.93 2.83 -0.26
C 1.62 0.32 -0.01
C -0.12 -1.28 -0.26
N 1.04 -0.78 0.47
H 2.55 0.58 0.53
C -0.56 1.81 0.08
C -1.07 -0.49 0.51
*
```

## Properties
energy above the lowest of the compared OMol25 structures with the same formula, charge and spin = 439.0 kJ/mol
HOMO (alpha / beta) = -9.312 / -9.308 eV

***

Record 3
C10H30Co3FN10O28P2 | ωB97M-V/def2-TZVPD

ORCA input file:
```
! wB97M-V def2-TZVPD RIJCOSX def2/J DEFGRID3
* xyz -1 10
O 0.75 -2.48 -3.65
H 2.95 -3.98 -3.54
O -2.36 -4.16 1.33
F -1.89 -1.48 -2.42
H 1.81 2.38 3.55
O 1.15 0.70 0.52
H 2.14 -2.68 0.64
N -1.30 4.04 -0.25
O -0.46 3.18 0.13
C -1.98 -4.17 -0.97
H -1.72 -5.20 -0.69
H 2.50 -5.03 -4.85
O -2.52 3.93 -0.16
H 5.07 -0.18 0.78
C 2.66 -3.52 0.18
H -2.31 3.35 -3.44
O -3.25 -2.51 0.16
H -1.08 -3.64 -1.28
O -2.41 2.60 5.25
N 1.27 -3.16 -4.51
O 3.59 4.60 2.73
N -2.61 -3.57 0.30
H 3.54 2.32 3.74
O -5.65 1.35 1.05
H 1.63 -0.13 3.72
H 3.73 -3.56 0.42
O 1.56 2.31 -4.57
H 1.66 -0.91 2.21
H -2.74 -3.89 -1.70
H -0.55 1.59 3.63
H -3.02 1.88 -4.19
H -0.72 6.10 -0.52
O -3.12 3.15 3.24
C 2.09 -4.38 -4.08
H -1.94 0.37 3.78
N 4.25 -0.54 -1.13
O 3.75 0.13 -2.03
H 2.80 1.81 2.14
O 0.67 -1.35 -1.04
O 1.14 -5.20 -0.26
H 1.50 -4.93 -3.35
H -3.92 3.44 -4.03
O 2.52 -5.50 1.41
C 1.98 -1.04 3.24
Co 0.07 -0.67 -2.74
H -3.89 -0.12 3.15
H -5.32 0.73 3.62
O -3.84 0.27 0.93
H -1.82 1.47 2.39
H 1.63 -1.98 3.69
C 2.75 2.47 3.00
O -0.32 0.47 -4.25
O 3.98 -0.35 4.14
O 1.52 4.20 2.10
N -3.82 2.25 -2.29
H 0.33 4.83 -1.30
C -4.94 0.01 2.91
O -0.49 0.31 -0.97
N 2.01 -4.83 0.54
O 4.05 -1.92 2.60
C -3.21 2.75 -3.57
H -1.34 5.08 -1.93
C 4.15 -0.01 0.22
H -5.44 -0.96 2.92
H 3.80 1.02 0.11
O 4.73 -1.71 -1.22
O -3.20 1.27 -1.78
O 1.23 0.96 -2.80
N 3.48 -1.12 3.34
N 2.64 3.88 2.54
Co -2.33 -0.55 -0.68
N -2.43 2.51 4.02
C -1.60 1.35 3.46
O 0.97 -3.14 -5.70
O -1.15 -0.82 0.80
O -0.12 2.57 -2.56
Co 0.72 1.85 -0.96
C -0.69 5.15 -1.05
O -4.89 2.73 -1.85
N -4.87 0.55 1.51
H 2.58 -3.37 -0.90
P 0.23 -0.48 0.13
P 0.38 1.78 -3.77
H 3.33 -0.51 0.73
*
```

## Properties
energy above the lowest of the compared OMol25 structures with the same formula, charge and spin = 619.6 kJ/mol
HOMO (alpha / beta) = -3.887 / -4.174 eV
expectation value of S² = 24.78

***

Record 4
C5H8N4 | ωB97M-V/def2-TZVPD

ORCA input file:
```
! wB97M-V def2-TZVPD RIJCOSX def2/J DEFGRID3
* xyz 0 1
C 0.44 -0.78 -1.47
H -2.85 0.27 1.38
N 1.39 0.91 0.05
H -2.65 -1.65 1.08
C -1.55 1.02 -0.53
H 1.64 0.73 2.16
N -1.53 2.10 -0.97
H 0.48 1.50 0.14
N 1.30 0.14 -1.10
H 2.12 0.27 -1.87
C -2.43 -0.55 0.82
H 2.57 -0.42 1.11
C -1.52 -0.34 -0.22
C 1.67 0.12 1.24
H 0.78 -1.50 -2.30
N -0.71 -1.28 -0.91
H 0.86 -0.52 1.38
*
```

## Properties
energy above the lowest of the compared OMol25 structures with the same formula, charge and spin = 313.1 kJ/mol
HOMO = -8.502 eV

***

Record 5
C17H12Br4N3O7ReS | ωB97M-V/def2-TZVPD

ORCA input file:
```
! wB97M-V def2-TZVPD RIJCOSX def2/J DEFGRID3
* xyz -1 4
C 3.64 0.98 1.01
C -1.95 -2.88 -1.16
S 1.89 -0.90 -2.05
C -2.56 -1.99 -0.25
Br -6.23 -3.85 0.62
N 0.30 0.82 -0.08
H 4.23 3.06 1.05
H 2.82 1.12 1.73
C -0.64 1.66 -0.53
Br -4.61 -1.02 1.51
H -1.92 3.31 -0.07
O 0.57 -1.76 0.65
C -0.17 1.42 2.16
N 3.20 -0.02 0.06
C -3.87 -4.35 -1.01
H -1.13 3.18 3.41
C -0.90 2.50 1.67
C -3.82 -2.27 0.28
C 2.82 2.68 -0.55
O -1.86 -0.83 0.09
C 2.53 0.28 -1.08
O 1.13 -1.12 2.78
C -1.21 1.31 -1.90
Re -0.19 -0.86 -0.86
H 4.88 2.13 -0.30
O -1.45 3.42 2.53
C -1.20 2.60 0.31
H -0.07 1.20 3.21
C 0.73 -0.89 1.58
O -1.06 0.09 -2.27
H 3.08 3.54 -1.18
O -1.83 2.23 -2.54
C -4.49 -3.46 -0.10
H 4.50 0.57 1.55
H 3.21 -1.00 0.31
Br -1.72 -5.24 -2.78
H 0.85 -2.23 -1.01
Br -4.78 -5.97 -1.53
C 3.99 2.28 0.32
N 2.42 1.60 -1.42
C 0.35 0.53 1.23
H 1.87 1.80 -2.24
C -2.60 -4.06 -1.54
O -0.69 -2.54 -1.65
H 1.95 2.95 0.06
*
```

## Properties
HOMO (alpha / beta) = -2.714 / -4.669 eV
expectation value of S² = 3.81

***

Record 6
C21H24F17NO4 | ωB97M-V/def2-TZVPD

ORCA input file:
```
! wB97M-V def2-TZVPD RIJCOSX def2/J DEFGRID3
* xyz 0 1
C -3.40 2.01 1.15
O 0.05 -1.58 -4.46
F -4.92 -3.04 0.14
O 3.52 -3.55 1.92
F -5.46 -1.38 2.32
F -4.17 0.97 -0.87
O 2.44 -2.46 3.58
C 3.14 0.48 0.99
C 2.49 -3.03 2.34
H 0.46 1.38 -0.92
F -3.73 -0.94 1.04
H 5.01 0.28 -0.03
C 3.56 -0.32 3.40
C -4.61 1.54 0.27
H 2.81 1.59 2.78
H 4.44 -0.08 -2.67
C 1.22 -3.01 1.58
H 2.60 -1.69 -3.32
F -1.11 2.22 1.45
C -2.00 1.93 0.47
H 1.15 -3.93 1.02
C 0.70 1.04 -3.04
H 1.54 1.51 -3.53
C 0.25 1.88 -1.85
F -6.94 -2.15 0.30
H 0.80 2.81 -1.85
C 0.17 -1.27 -3.28
F -1.78 0.66 0.05
H 2.65 -1.45 -0.71
H 2.63 -0.15 -4.14
H 1.50 -0.74 2.89
C -5.08 -0.91 1.11
C 3.62 -1.04 -0.95
C 4.18 -0.35 0.28
H 4.30 -1.04 3.08
H 3.22 0.90 -1.90
C 3.48 -0.12 -2.17
F -2.98 3.51 -1.00
H -0.09 1.02 -3.78
F -5.92 1.07 2.18
F -6.71 0.52 0.19
F -1.30 3.27 -2.94
H 4.49 1.31 2.41
F -5.34 2.64 -0.06
H 4.29 -1.83 -1.26
F -3.33 1.21 2.26
O -0.60 -1.79 -2.30
C 2.47 -0.63 -3.18
H 3.89 0.07 4.35
F -3.59 3.29 1.56
H 1.85 -0.83 4.59
H 4.58 -1.08 0.96
F -0.93 3.91 -0.31
C -5.64 -1.90 0.05
F -5.51 -1.39 -1.19
H 1.24 -2.20 0.87
C -5.59 0.56 0.97
H -1.40 -2.13 -2.71
C -1.19 2.29 -1.98
H 2.97 1.41 0.45
H 2.21 -0.07 0.97
C 3.51 0.85 2.43
C 2.25 -1.04 3.61
F -2.00 1.28 -2.38
H 0.36 -2.89 2.22
C -1.79 2.94 -0.71
N 1.09 -0.35 -2.72
*
```

## Properties
energy above the lowest of the compared OMol25 structures with the same formula, charge and spin = 0.0 kJ/mol
HOMO = -9.773 eV

***

Record 7
C22H23NO2 | ωB97M-V/def2-TZVPD

ORCA input file:
```
! wB97M-V def2-TZVPD RIJCOSX def2/J DEFGRID3
* xyz 0 1
H 5.35 2.06 -2.71
C -5.00 -0.37 -2.29
O 2.75 -0.39 2.03
C 2.88 0.66 -0.08
C -2.11 0.87 1.65
H 2.04 -2.61 1.62
C 1.41 -2.45 0.76
H 1.69 2.39 -0.55
C 2.60 1.84 -0.76
H -1.58 0.34 3.67
H -5.61 -0.07 -3.14
H 2.17 -0.39 2.81
C 0.75 -3.51 0.16
H -0.58 -4.12 -1.40
C 1.27 -1.16 0.26
H -0.81 -1.84 -2.32
H -2.26 -1.27 1.63
H 4.29 -0.93 0.16
H -0.06 -0.68 2.19
C -3.36 -0.41 0.02
C 0.47 -0.95 -0.86
C -0.06 -3.29 -0.94
H 5.87 -0.04 -1.52
H 0.37 0.04 -1.28
H 3.25 3.26 -2.21
H -3.67 -1.37 -0.35
C 4.07 -0.01 -0.37
O -4.53 0.83 -1.73
C 3.49 2.34 -1.70
C -3.30 1.99 -0.11
H -5.63 -0.92 -1.58
H -2.16 2.99 1.39
H 0.87 -4.50 0.56
C -3.74 0.77 -0.62
C -1.16 0.89 2.83
H 0.20 1.28 0.64
H -4.18 -1.01 -2.62
C -2.50 2.03 1.01
N 0.13 0.27 2.51
C -0.19 -2.01 -1.45
C 4.66 1.66 -1.98
C -2.55 -0.35 1.14
H 1.31 1.86 1.91
H -0.96 1.92 3.14
C 4.95 0.49 -1.31
C 0.86 0.97 1.46
C 1.95 0.03 0.94
H -3.61 2.89 -0.61
*
```

## Properties
energy above the lowest of the compared OMol25 structures with the same formula, charge and spin = 94.4 kJ/mol
HOMO = -8.494 eV

***

Record 8
C42H51BN10O5S3SeTl | ωB97M-V/def2-TZVPD

ORCA input file:
```
! wB97M-V def2-TZVPD RIJCOSX def2/J DEFGRID3
* xyz -1 1
N -0.56 2.36 -1.61
C 1.72 4.39 0.62
H -5.28 2.40 0.44
H -4.05 6.73 -0.59
H 4.08 -1.42 -4.87
H 1.38 4.49 -3.70
C -2.50 2.95 -5.93
H 0.72 2.74 -6.95
S -2.55 -1.59 -1.06
O -5.27 3.94 3.87
C 0.59 2.74 -0.95
C 1.77 3.00 -6.81
H -3.51 0.89 -0.44
C -4.07 -0.19 -4.40
H 1.32 5.23 -5.31
C -2.75 -0.64 -2.43
N 0.76 1.82 -3.84
H -2.81 3.74 -6.61
N -2.09 1.48 0.91
O 0.31 1.21 2.07
C 1.16 4.31 -4.76
C -3.32 1.00 -4.58
C 0.56 3.97 -0.22
C -1.82 2.26 1.96
B -0.68 0.99 -2.22
O -5.81 4.67 1.79
H -3.29 4.30 -3.34
C -3.76 4.68 -2.43
C -4.04 3.14 2.03
C -4.52 -2.30 -3.18
C -1.62 4.34 -1.17
H -2.79 7.18 -2.66
C -3.32 1.54 0.40
H 3.79 3.63 -4.07
H 1.87 3.67 1.43
H -1.50 -3.91 3.30
C -2.72 5.33 -1.53
H -2.49 3.66 3.43
H -1.31 7.00 -1.70
C 2.85 -4.53 1.21
H -5.22 -2.47 -4.00
N 0.44 0.68 -3.20
H 1.41 -3.38 0.10
C 3.73 -2.13 2.32
C -4.31 2.36 0.91
H -1.65 2.42 -6.37
C -3.66 1.98 -5.69
H 1.55 5.37 1.05
H 0.26 -4.07 3.25
H 5.14 -3.32 3.45
H 3.69 4.60 -5.55
H 0.21 -1.18 4.60
H -0.51 -3.34 4.68
H 1.97 3.92 -7.36
N 2.14 -0.96 1.06
C 4.34 -3.34 2.72
N -2.03 0.49 -2.74
H -5.21 3.46 -6.02
C 1.14 -0.48 -3.35
C -0.56 -3.44 3.60
C 3.53 3.61 -5.13
N -0.03 -1.07 3.64
C -2.76 3.09 2.56
H 2.63 4.40 0.02
H -1.51 6.06 -3.19
C -2.03 6.46 -2.32
C -0.56 4.74 -0.32
C 2.65 0.76 -4.76
H -4.05 1.97 -7.81
H -4.03 5.17 0.21
C -0.40 2.21 2.50
S 0.61 -1.92 -2.69
N -1.61 3.18 -1.75
H 4.37 -5.44 2.44
N -2.34 1.28 -3.80
H 4.21 2.92 -5.64
C -3.79 -1.02 -3.37
S 1.98 1.78 -0.94
H -3.19 0.52 -7.25
C 2.34 -0.41 -4.15
H 0.09 -0.16 3.19
H -3.81 -3.13 -3.12
C -5.17 4.02 2.64
C 2.66 -2.15 1.37
O -0.74 -2.01 1.70
C 3.22 -1.61 -4.23
H -0.63 5.67 0.24
H -4.86 -0.46 -5.10
C 3.90 -4.51 2.16
H 2.55 -5.48 0.78
C 1.80 1.88 -4.60
O -0.02 3.06 3.28
C -3.98 1.24 -7.00
H -4.52 5.41 -2.70
C -4.91 2.76 -5.24
C 2.23 -3.38 0.81
Tl -0.20 -0.20 -0.01
H -5.74 2.08 -5.04
H -2.17 3.39 -5.00
N 4.08 -0.91 2.73
H 2.66 -2.47 -4.62
H 2.38 2.20 -7.23
H 3.55 -1.88 -3.23
C -3.40 5.90 -0.29
C 2.07 3.20 -5.32
H 3.56 0.83 -5.35
H -4.70 3.32 -4.32
H -2.68 6.29 0.44
H -4.24 3.84 -1.91
H -5.07 -2.30 -2.24
C -0.45 -2.10 2.90
H 0.12 4.02 -4.83
H -4.93 0.71 -6.95
Se 3.01 0.26 1.98
*
```

## Properties
energy above the lowest of the compared OMol25 structures with the same formula, charge and spin = 0.0 kJ/mol
HOMO = -5.045 eV